a | 15
Properties=species:S:1:pos:R:3:nbo_charge:R:1 method="wB97M-V/def2-TZVPD" e_lumo_ev="-4.5694 / -8.5544" charge=+1 homo_ev="-12.0 / -16.3" spin_multiplicity=3
C 1.42 0.93 0.54 0.093
C -0.85 1.66 -0.32 0.608
C 0.19 -0.48 -1.14 -0.415
C -0.58 -0.35 1.20 -0.462
N 0.16 0.28 0.17 -0.319
O 1.65 2.07 0.23 -0.149
O -1.93 1.37 -0.52 -0.354
H 2.02 0.26 1.23 0.291
H -0.27 2.59 -0.27 0.227
H -0.67 -1.08 -1.26 0.245
H 0.46 0.11 -1.97 0.240
H 0.97 -1.19 -1.00 0.236
H -1.62 -0.61 0.75 0.256
H -0.27 -1.41 1.44 0.250
H -0.67 0.07 2.13 0.253


b | 15
Properties=species:S:1:pos:R:3:nbo_charge:R:1 method="wB97M-V/def2-TZVPD" e_lumo_ev="-4.7836 / -8.9990" charge=+1 homo_ev="-11.4 / -14.1" spin_multiplicity=3
C 2.11 -0.44 1.39 0.624
C 1.02 -1.04 0.99 -0.077
C -0.16 -0.36 0.70 0.312
C -1.38 -0.92 -0.03 -0.685
N 0.27 1.37 -1.48 -1.105
O 3.01 0.14 1.79 -0.200
O -0.48 0.78 1.18 -0.551
H 0.97 -2.12 0.77 0.308
H -1.20 -1.94 -0.49 0.238
H -1.49 -0.19 -0.87 0.246
H -2.26 -0.99 0.49 0.241
H 1.25 1.45 -1.59 0.381
H -0.29 2.15 -1.36 0.373
H -0.05 1.00 -2.36 0.370
H -1.32 1.11 0.86 0.523


b ends up most stable, edging out the next structure by 1.179 eV.


a | 8
Properties=species:S:1:pos:R:3:nbo_charge:R:1 method="wB97M-V/def2-TZVPD" e_lumo_ev=-1.2550 charge=0 homo_ev=-10.0
C 0.20 0.57 0.44 -0.703
O -1.90 -1.02 1.48 -0.812
S -1.33 1.37 -0.36 0.066
S -2.82 0.29 0.71 0.893
Cl -4.19 -0.52 -0.73 -0.196
H -0.30 -0.17 1.18 0.306
H 0.59 1.46 0.90 0.221
H 0.85 0.10 -0.26 0.226


b | 8
Properties=species:S:1:pos:R:3:nbo_charge:R:1 method="wB97M-V/def2-TZVPD" e_lumo_ev="-1.1111 / -3.3354" charge=0 homo_ev="-9.9 / -9.5"
C -1.65 0.13 -0.19 -0.424
O 1.48 -0.14 1.71 -0.840
S 2.12 1.42 -0.66 -0.231
S 1.18 0.07 0.31 1.194
Cl 1.92 -1.79 -0.49 -0.250
H -1.87 0.44 -1.23 0.190
H -1.95 -0.93 0.12 0.202
H -1.24 0.80 0.44 0.160


a ends up most stable, edging out the next structure by 1.465 eV.


a | 13
Properties=species:S:1:pos:R:3:nbo_charge:R:1 method="wB97M-V/def2-TZVPD" e_lumo_ev=0.8754 charge=0 homo_ev=-9.3 smiles="C[C@H](S)/C=C/Cl"
C 0.86 1.15 -0.24 -0.605
C 0.50 -0.24 0.31 -0.329
S 1.90 -1.46 0.00 -0.061
C -0.83 -0.74 -0.11 -0.226
C -1.97 -0.42 0.51 -0.198
Cl -3.55 -0.79 -0.18 -0.012
H -0.01 1.80 -0.03 0.219
H 1.77 1.55 0.15 0.222
H 1.02 1.14 -1.37 0.206
H 0.48 -0.04 1.44 0.222
H 2.57 -0.77 -0.96 0.127
H -0.82 -1.28 -1.02 0.221
H -1.92 0.11 1.48 0.213


b | 13
Properties=species:S:1:pos:R:3:nbo_charge:R:1 method="wB97M-V/def2-TZVPD" e_lumo_ev=0.8621 charge=0 homo_ev=-9.2 smiles=C[C@@H]1[C@@H](S)[C@@H]1Cl
C -1.04 -0.74 1.98 -0.611
C -0.61 0.31 1.04 -0.227
C -0.64 -0.09 -0.43 -0.409
S -1.12 0.92 -1.76 0.021
C 0.60 0.34 0.20 -0.169
Cl 2.04 -0.78 0.33 -0.072
H -2.10 -0.52 2.27 0.223
H -0.42 -0.60 2.91 0.218
H -0.86 -1.76 1.66 0.222
H -1.04 1.29 1.26 0.229
H -0.74 -1.12 -0.57 0.231
H -2.43 0.87 -1.70 0.112
H 0.98 1.30 -0.01 0.234


a ends up most stable, edging out the next structure by 0.194 eV.